The molecule C4H5FS, computed with ωB97M-V/def2-TZVPD.

## Properties
- HOMO energy: -8.860 eV
- Molecular weight: 104.1 g mol⁻¹
- Relative energy (zero: lowest compared OMol25 entry of this formula, charge and spin): 34.07 kcal/mol
- LUMO: -0.271 eV
- SMILES: F/C=C/CC=S
- Kohn-Sham gap: 8.59 eV

Structure (XYZ):
```
11
C4H5FS ωB97M-V/def2-TZVPD
F 2.834 0.383 -0.858
C 1.888 -0.009 0.055
C 0.630 -0.036 -0.391
C -0.580 -0.549 0.359
C -1.674 0.441 0.045
S -3.038 -0.060 -0.648
H 2.416 -0.135 0.962
H 0.497 0.578 -1.319
H -0.969 -1.630 0.029
H -0.522 -0.439 1.461
H -1.482 1.456 0.303
```


The molecule C4H5FS, computed with ωB97M-V/def2-TZVPD.

## Properties
- HOMO energy: -8.947 eV
- Molecular weight: 104.1 g mol⁻¹
- Relative energy (zero: lowest compared OMol25 entry of this formula, charge and spin): 15.73 kcal/mol
- LUMO: -0.932 eV
- SMILES: FC/C=C\C=S
- Kohn-Sham gap: 8.02 eV

Structure (XYZ):
```
11
C4H5FS ωB97M-V/def2-TZVPD
F -2.742 -0.557 0.000
C -1.356 -0.491 -0.005
C -0.949 0.937 -0.002
C 0.296 1.456 0.001
C 1.554 0.721 -0.003
S 1.771 -0.886 0.002
H -1.005 -1.033 0.881
H -0.970 -1.058 -0.867
H -1.783 1.654 0.017
H 0.387 2.555 -0.002
H 2.441 1.343 -0.005
```


The molecule C4H5FS3, computed with ωB97M-V/def2-TZVPD.

## Properties
- HOMO energy: -9.100 eV
- Molecular weight: 168.3 g mol⁻¹
- Relative energy (zero: lowest compared OMol25 entry of this formula, charge and spin): 75.59 kcal/mol
- LUMO: -1.184 eV
- SMILES: F[C@@H]1C(=S)[C@@H](S)[C@H]1S
- Kohn-Sham gap: 7.92 eV

Structure (XYZ):
```
13
C4H5FS3 ωB97M-V/def2-TZVPD
F 1.539 1.739 1.285
C 0.489 1.159 0.325
C -0.498 0.360 1.151
S -0.675 0.514 2.783
C -0.363 -0.860 0.268
S -1.647 -0.662 -1.013
C 0.875 -0.140 -0.294
S 1.371 -0.213 -2.035
H 0.277 2.008 -0.500
H -0.249 -1.970 0.549
H -2.901 -1.456 -0.244
H 1.678 -0.709 0.256
H 0.103 0.231 -2.529
```


A structure of composition C4H5GaO3, computed with ωB97M-V/def2-TZVPD.

## Properties
- Net charge: +1
- HOMO energy (spin up / spin down): -13.993 / -14.515 eV
- Molecular weight: 170.8 g mol⁻¹
- Relative energy (zero: lowest compared OMol25 entry of this formula, charge and spin): 32.26 kcal/mol
- LUMO (spin up / spin down): -8.316 / -8.146 eV
- Kohn-Sham gap (spin up / spin down): 5.68 / 6.37 eV
- <S²>: 0.763
- 2S+1: 2

Structure (XYZ):
```
13
C4H5GaO3 ωB97M-V/def2-TZVPD
O 0.715 -1.282 0.464
C -0.004 -0.659 -0.535
O 0.249 -1.224 -1.704
Ga -0.393 -0.038 -2.829
O -1.388 -0.376 -0.255
C -0.451 0.776 -0.456
H -0.312 1.319 0.485
C 0.665 -0.756 1.771
H 1.235 0.183 1.848
H -0.371 -0.583 2.096
H 1.126 -1.505 2.426
C -0.564 1.528 -1.717
H -0.507 2.617 -1.594
```


A structure of composition C4H5GdLiO2, computed with ωB97M-V/def2-TZVPD.

## Properties
- Net charge: +2
- HOMO energy (spin up / spin down): -11.851 / -14.360 eV
- Molecular weight: 249.3 g mol⁻¹
- Relative energy (zero: lowest compared OMol25 entry of this formula, charge and spin): 38.79 kcal/mol
- LUMO (spin up / spin down): -7.227 / -10.563 eV
- Kohn-Sham gap (spin up / spin down): 4.62 / 3.80 eV
- <S²>: 21.036
- 2S+1: 9

Structure (XYZ):
```
13
C4H5GdLiO2 ωB97M-V/def2-TZVPD
C 0.704 -0.023 -2.781
C 1.325 0.785 -1.679
C 0.941 0.942 -0.385
C -0.034 0.110 0.249
O -0.882 0.563 1.037
O 1.621 -0.419 -3.701
Li 2.388 -0.372 -5.217
Gd -2.782 -0.003 2.730
H 0.222 -0.893 -2.260
H 2.140 1.430 -2.028
H 1.398 1.717 0.234
H -0.039 -0.969 0.024
H -0.094 0.632 -3.205
```


A structure of composition C4H5HoLiO, computed with ωB97M-V/def2-TZVPD.

## Properties
- Net charge: +2
- HOMO energy (spin up / spin down): -16.481 / -16.502 eV
- Molecular weight: 241.0 g mol⁻¹
- LUMO (spin up / spin down): -9.749 / -10.152 eV
- Kohn-Sham gap (spin up / spin down): 6.73 / 6.35 eV
- <S²>: 8.753
- 2S+1: 6

Structure (XYZ):
```
12
C4H5HoLiO ωB97M-V/def2-TZVPD
C -1.301 -0.802 -0.468
C -2.498 -1.003 -0.557
H -3.540 -1.277 -0.597
C 0.221 -0.284 -0.853
C 0.798 0.852 -0.030
O 1.050 0.543 1.276
Li -0.380 -0.327 2.126
H 0.848 -1.166 -0.644
H -0.320 1.290 -0.182
H 0.331 -0.067 -1.924
H 1.640 1.325 -0.563
Ho 3.150 0.916 2.417
```


A structure of composition C4H5I, computed with ωB97M-V/def2-TZVPD.

## Properties
- HOMO energy: -7.943 eV
- Molecular weight: 180.0 g mol⁻¹
- Relative energy (zero: lowest compared OMol25 entry of this formula, charge and spin): 77.46 kcal/mol
- LUMO: -0.222 eV
- Kohn-Sham gap: 7.72 eV

Structure (XYZ):
```
10
C4H5I ωB97M-V/def2-TZVPD
C 0.165 1.154 -0.410
C -0.431 -0.957 0.668
C 0.204 -0.170 -0.414
C -1.677 -0.398 -0.009
I -2.545 -1.494 -1.493
H -0.555 1.501 0.262
H 0.552 1.887 -1.157
H -0.304 -2.034 0.439
H -0.144 -0.460 1.648
H 0.464 -0.758 -1.219
```


A cluster of 2 separate species, C4H5I in total, computed with ωB97M-V/def2-TZVPD.

## Properties
- HOMO energy: -8.547 eV
- Molecular weight: 180.0 g mol⁻¹
- Relative energy (zero: lowest compared OMol25 entry of this formula, charge and spin): 154.04 kcal/mol
- LUMO: -0.762 eV
- Kohn-Sham gap: 7.79 eV

Structure (XYZ):
```
10
C4H5I ωB97M-V/def2-TZVPD
C -1.786 1.765 -0.125
C -1.126 0.845 0.534
C 1.805 -0.138 -0.706
C 1.009 -0.832 0.275
I 3.800 0.174 0.052
H -1.762 2.024 -1.206
H -2.202 2.644 0.512
H 1.710 -1.623 -0.022
H 0.080 -1.121 -0.089
H 0.948 -0.689 1.378
```


A cluster of 2 separate species, C4H5I2NO2 in total, computed with ωB97M-V/def2-TZVPD.

## Properties
- HOMO energy: -8.460 eV
- Molecular weight: 352.9 g mol⁻¹
- Relative energy (zero: lowest compared OMol25 entry of this formula, charge and spin): 101.20 kcal/mol
- LUMO: -0.544 eV
- Kohn-Sham gap: 7.92 eV

Structure (XYZ):
```
14
C4H5I2NO2 ωB97M-V/def2-TZVPD
C 0.647 -0.518 1.392
C -0.525 -0.194 0.759
C -1.795 -0.774 0.800
C 0.276 0.327 -1.839
N -0.391 1.090 -0.795
O -2.111 -1.668 1.601
O 1.818 0.082 1.284
I -3.168 -0.087 -0.604
I 0.561 2.685 -0.093
H 0.463 -0.992 2.353
H 1.203 -0.259 -1.654
H -0.248 -0.410 -2.563
H 0.785 0.943 -2.558
H 2.486 -0.224 1.917
```


A structure of composition C4H5IN2, computed with ωB97M-V/def2-TZVPD.

## Properties
- HOMO energy: -8.460 eV
- Molecular weight: 208.0 g mol⁻¹
- Relative energy (zero: lowest compared OMol25 entry of this formula, charge and spin): 53.76 kcal/mol
- LUMO: -0.076 eV
- Kohn-Sham gap: 8.38 eV

Structure (XYZ):
```
12
C4H5IN2 ωB97M-V/def2-TZVPD
C 0.230 -0.869 -0.706
C -0.975 2.018 -1.408
C -0.067 -0.497 1.788
C 0.619 -0.581 0.506
N 0.085 -0.870 -1.925
N -0.938 2.305 -0.297
I 2.754 -0.483 0.430
H -0.775 2.126 -2.432
H -1.127 -0.179 1.611
H -0.084 -1.438 2.293
H 0.477 0.177 2.490
H -0.199 -1.710 -2.350
```


The molecule C4H5IN2, computed with ωB97M-V/def2-TZVPD.

## Properties
- HOMO energy: -10.058 eV
- Molecular weight: 208.0 g mol⁻¹
- Relative energy (zero: lowest compared OMol25 entry of this formula, charge and spin): 38.43 kcal/mol
- LUMO: -0.612 eV
- SMILES: C=N[C@](C)(I)C#N
- Kohn-Sham gap: 9.45 eV

Structure (XYZ):
```
12
C4H5IN2 ωB97M-V/def2-TZVPD
C 1.719 1.130 0.061
N 1.118 0.019 0.019
C -0.003 -0.310 0.992
C -1.036 -1.066 0.237
I -0.846 1.519 2.134
C 0.601 -1.135 2.046
N 1.173 -1.622 2.880
H 2.598 1.284 -0.538
H 1.219 1.931 0.696
H -0.890 -0.776 -0.803
H -0.849 -2.150 0.149
H -1.955 -0.934 0.627
```


A structure of composition C4H5IN2O, computed with ωB97M-V/def2-TZVPD.

## Properties
- HOMO energy: -9.204 eV
- Molecular weight: 224.0 g mol⁻¹
- Relative energy (zero: lowest compared OMol25 entry of this formula, charge and spin): 47.23 kcal/mol
- LUMO: 0.158 eV
- Kohn-Sham gap: 9.36 eV

Structure (XYZ):
```
13
C4H5IN2O ωB97M-V/def2-TZVPD
C 1.098 -1.538 -0.464
C 0.781 0.604 0.766
C 1.341 -2.522 0.451
C -1.714 2.468 -0.628
N 0.846 -0.273 -0.034
N -1.842 1.261 -0.950
O 0.485 1.506 1.432
I -2.489 -0.061 0.465
H 1.290 -1.676 -1.512
H 1.614 -2.256 1.431
H 1.631 -3.561 0.146
H -1.615 2.923 0.308
H -1.425 3.125 -1.411
```


Number 1: F_max 2.76 eV Å⁻¹, E_tot -653.386647 a.u.. Number 2: F_max 0.64 eV Å⁻¹, E_tot -653.415871 a.u.. Number 3: F_max 4.39 eV Å⁻¹, E_tot -1449.704946 a.u.. Number 4: F_max 3.84 eV Å⁻¹, E_tot -2305.455519 a.u.. Number 5: F_max 2.01 eV Å⁻¹, E_tot -1078.353770 a.u.. Number 6: F_max 5.52 eV Å⁻¹, E_tot -1185.455837 a.u.. Number 7: F_max 2.36 eV Å⁻¹, E_tot -452.924747 a.u.. Number 8: F_max 2.06 eV Å⁻¹, E_tot -452.802718 a.u.. Number 9: F_max 6.18 eV Å⁻¹, E_tot -955.861372 a.u.. Number 10: F_max 1.80 eV Å⁻¹, E_tot -562.529719 a.u.. Number 11: F_max 3.70 eV Å⁻¹, E_tot -562.554159 a.u.. Number 12: F_max 3.25 eV Å⁻¹, E_tot -637.770174 a.u..